{
  "formula": "C11H13F6HgN4O7S3",
  "method": "ωB97M-V/def2-TZVPD",
  "homo_lumo_gap_ha": [0.302, 0.305],
  "e_above_lowest_kj_mol": 104.65,
  "e_lumo_ev": [-0.542, -0.588],
  "fmax_ev_per_a": 1.7,
  "mol_weight_g_mol": 724.0,
  "homo_ev": [-8.756, -8.894],
  "multiplicity": 2,
  "s_squared": 0.752,
  "elements": ["Hg", "F", "C", "F", "F", "S", "O", "O", "N", "S", "O", "O", "C", "F", "F", "F", "O", "C", "N", "S", "O", "O", "C", "C", "C", "C", "C", "C", "H", "H", "H", "H", "N", "C", "C", "N", "H", "H", "H", "H", "H", "H", "H", "H", "H"],
  "positions_angstrom": [[0.002, 0.013, 1.238], [0.752, -4.564, 3.023], [0.543, -5.281, 1.933], [1.674, -5.830, 1.517], [-0.385, -6.191, 2.130], [-1.328, -2.694, 0.800], [-2.002, -1.357, 1.025], [-1.733, -3.272, -0.495], [1.399, -2.633, 0.564], [1.410, 2.380, 2.709], [1.647, 3.809, 2.568], [0.187, 1.993, 1.797], [0.462, 2.259, 4.322], [1.282, 2.516, 5.345], [-0.559, 3.105, 4.366], [-0.010, 1.008, 4.471], [2.047, -1.605, 2.510], [2.312, -2.307, 1.567], [0.239, -1.899, 0.390], [2.149, -3.171, -0.862], [1.589, -4.405, -1.305], [2.169, -2.061, -1.780], [3.690, -3.406, -0.056], [4.819, -4.015, -0.564], [5.925, -4.092, 0.273], [5.882, -3.583, 1.568], [4.732, -2.984, 2.064], [3.630, -2.906, 1.233], [4.840, -4.414, -1.569], [6.832, -4.557, -0.088], [6.758, -3.660, 2.197], [4.679, -2.590, 3.070], [-1.471, -1.209, -1.624], [-0.989, -0.371, -2.754], [-0.053, 0.711, -2.241], [-0.706, 1.391, -1.135], [-1.970, -2.060, -1.887], [-2.084, -0.701, -0.977], [-0.698, -1.518, -0.990], [-1.865, 0.054, -3.245], [-0.464, -1.009, -3.462], [0.227, 1.350, -3.085], [0.859, 0.242, -1.865], [-1.570, 1.833, -1.430], [-0.135, 2.110, -0.701]],
  "mulliken_spin": [0.0028, 0.0672, 0.7856, 0.0657, 0.0585, 0.0108, 0.0010, 0.0044, -0.0191, 0.0001, 0.0000, 0.0001, 0.0000, 0.0000, 0.0000, 0.0000, 0.0019, 0.0215, -0.0091, 0.0071, 0.0037, -0.0002, -0.0026, -0.0001, 0.0003, -0.0002, -0.0003, -0.0005, 0.0001, 0.0000, 0.0000, -0.0001, 0.0005, 0.0005, -0.0002, 0.0002, -0.0001, -0.0006, 0.0011, 0.0000, 0.0000, 0.0000, 0.0001, 0.0000, 0.0000]
}



{
  "formula": "C11H13F7I2N2NiO4S2Se3SiTe",
  "method": "ωB97M-V/def2-TZVPD",
  "charge": -2,
  "homo_lumo_gap_ha": [0.227, 0.227],
  "e_above_lowest_kj_mol": 0.00,
  "e_lumo_ev": [3.834, 3.819],
  "fmax_ev_per_a": 2.9,
  "mol_weight_g_mol": 1139.4,
  "homo_ev": [-2.337, -2.352],
  "multiplicity": 3,
  "s_squared": 2.016,
  "elements": ["Ni", "C", "Si", "C", "C", "N", "C", "C", "C", "C", "C", "C", "F", "H", "H", "H", "H", "H", "H", "H", "H", "H", "H", "H", "H", "H", "Se", "Se", "Te", "Se", "I", "I", "F", "C", "F", "F", "S", "O", "O", "N", "S", "O", "O", "C", "F", "F", "F"],
  "positions_angstrom": [[-0.419, 0.456, -2.124], [3.834, 0.941, -1.127], [2.207, 0.049, -0.727], [2.364, -0.988, 0.846], [2.033, -1.223, -2.134], [0.870, 1.154, -0.644], [0.612, 1.803, 0.529], [1.611, 2.071, 1.498], [1.357, 2.727, 2.688], [0.084, 3.185, 2.994], [-0.927, 2.970, 2.067], [-0.652, 2.313, 0.891], [-1.693, 2.130, 0.040], [4.622, 0.208, -1.328], [4.184, 1.599, -0.327], [3.715, 1.542, -2.032], [2.976, -1.875, 0.662], [1.372, -1.318, 1.158], [2.804, -0.438, 1.679], [2.438, -2.179, -1.796], [2.582, -0.907, -3.023], [1.004, -1.437, -2.447], [2.619, 1.745, 1.277], [2.170, 2.887, 3.389], [-0.122, 3.683, 3.933], [-1.941, 3.301, 2.254], [-1.268, 2.349, -2.927], [-2.759, 2.286, -4.717], [-1.943, 0.116, -5.863], [-1.638, -1.203, -3.800], [0.937, 1.736, -3.926], [3.574, 1.368, -5.264], [-3.805, 0.282, 1.588], [-3.863, -0.374, 0.428], [-4.039, 0.526, -0.545], [-4.924, -1.173, 0.427], [-2.267, -1.319, 0.092], [-1.631, -0.439, -0.851], [-2.662, -2.606, -0.385], [-1.445, -1.332, 1.441], [-2.004, -2.368, 2.511], [-1.337, -2.230, 3.768], [-3.437, -2.456, 2.509], [-1.419, -4.062, 1.917], [-0.902, -4.729, 2.968], [-0.460, -3.968, 0.997], [-2.415, -4.804, 1.440]],
  "mulliken_spin": [1.5236, 0.0035, 0.0024, 0.0027, 0.0276, 0.0862, -0.0171, 0.0061, 0.0003, 0.0007, 0.0002, 0.0057, 0.0007, 0.0003, -0.0002, -0.0001, -0.0001, -0.0008, -0.0003, 0.0030, 0.0017, -0.0057, -0.0005, 0.0001, 0.0000, 0.0000, 0.1403, 0.0149, 0.0093, 0.0799, 0.0666, -0.0125, 0.0004, 0.0022, 0.0005, -0.0002, -0.0025, 0.0585, 0.0022, -0.0001, 0.0003, 0.0001, 0.0000, -0.0001, 0.0000, 0.0000, 0.0000]
}



{
  "formula": "C11H13MnN2O6",
  "method": "ωB97M-V/def2-TZVPD",
  "charge": 1,
  "homo_lumo_gap_ha": [0.217, 0.253],
  "e_above_lowest_kj_mol": 0.00,
  "e_lumo_ev": [-3.343, -5.876],
  "fmax_ev_per_a": 8.4,
  "mol_weight_g_mol": 324.2,
  "homo_ev": [-9.243, -12.763],
  "multiplicity": 6,
  "s_squared": 8.826,
  "elements": ["O", "C", "Mn", "O", "C", "C", "O", "C", "O", "C", "O", "H", "C", "N", "C", "C", "C", "N", "C", "C", "O", "H", "H", "H", "H", "H", "H", "H", "H", "H", "H", "H", "H"],
  "positions_angstrom": [[-0.010, 1.873, -2.343], [-0.006, 1.166, -1.438], [0.000, 0.000, 0.000], [-0.010, 2.276, 1.956], [-0.006, 1.402, 1.207], [0.007, -1.630, -1.368], [-0.079, -2.792, -1.065], [1.838, -0.182, -0.151], [2.980, -0.266, -0.252], [-1.836, -0.199, -0.150], [-2.977, -0.295, -0.249], [0.100, -1.352, -2.444], [-2.224, -0.051, 2.799], [-0.964, -0.435, 3.432], [-0.844, -0.186, 4.866], [-0.402, -1.443, 5.567], [0.955, -1.831, 5.003], [0.971, -1.837, 3.544], [2.127, -2.486, 2.930], [0.034, -1.154, 2.784], [0.232, -1.158, 1.553], [-2.129, 0.772, 2.093], [-2.958, 0.336, 3.535], [-2.694, -0.946, 2.341], [-0.076, 0.604, 5.030], [-1.787, 0.185, 5.320], [-1.143, -2.245, 5.372], [-0.316, -1.281, 6.664], [1.213, -2.832, 5.407], [1.737, -1.114, 5.348], [3.059, -1.989, 3.275], [2.158, -3.554, 3.230], [2.122, -2.453, 1.822]],
  "mulliken_spin": [0.1017, -0.0394, 3.3871, 0.0058, -0.0782, 0.6547, 0.7426, -0.0585, 0.0679, -0.1108, 0.0736, 0.1333, 0.0023, 0.0086, 0.0014, -0.0001, 0.0012, 0.0164, 0.0008, -0.0075, 0.0970, 0.0003, 0.0002, -0.0019, 0.0000, 0.0003, 0.0000, 0.0000, 0.0003, -0.0005, 0.0008, 0.0007, 0.0001]
}



{
  "formula": "C11H13N2",
  "method": "ωB97M-V/def2-TZVPD",
  "charge": 1,
  "homo_lumo_gap_ha": [0.196, 0.285],
  "e_above_lowest_kj_mol": 158.56,
  "e_lumo_ev": [-3.448, -5.509],
  "fmax_ev_per_a": 7.5,
  "mol_weight_g_mol": 173.2,
  "homo_ev": [-8.792, -13.260],
  "multiplicity": 3,
  "s_squared": 2.007,
  "elements": ["C", "C", "C", "C", "C", "C", "C", "C", "C", "C", "C", "N", "N", "H", "H", "H", "H", "H", "H", "H", "H", "H", "H", "H", "H", "H"],
  "positions_angstrom": [[3.169, 1.194, 0.084], [3.059, -0.088, -0.337], [1.971, 1.524, 0.514], [-3.055, 0.236, 0.033], [-2.226, -0.903, 0.193], [-2.544, 1.399, -0.355], [-0.950, -0.803, 0.521], [-1.136, 1.777, -0.303], [0.024, -2.072, 0.457], [1.067, -1.713, -0.583], [-0.265, 0.495, 0.693], [1.754, -0.499, -0.188], [1.068, 0.514, 0.335], [3.984, 1.948, -0.173], [3.955, -0.707, -0.624], [1.668, 2.559, 0.760], [-4.157, 0.027, 0.041], [-2.741, -1.857, -0.027], [-3.174, 2.188, -0.773], [-0.538, 2.073, -1.248], [-1.003, 2.655, 0.481], [0.290, -2.454, 1.473], [-0.615, -2.896, 0.006], [1.755, -2.585, -0.580], [0.654, -1.423, -1.534], [-0.456, 0.859, 1.652]],
  "mulliken_spin": [0.0048, -0.0009, 0.0030, 0.2936, 0.2263, 0.5833, 0.5340, 0.0536, 0.0003, 0.0116, 0.0243, 0.0136, -0.0008, 0.0001, -0.0009, -0.0038, 0.0110, 0.0375, 0.0274, 0.0471, 0.0692, 0.0203, 0.0028, -0.0017, 0.0030, 0.0416]
}



{
  "formula": "C11H13N3O2",
  "method": "ωB97M-V/def2-TZVPD",
  "homo_lumo_gap_ha": 0.150,
  "e_above_lowest_kj_mol": 477.76,
  "e_lumo_ev": -2.247,
  "fmax_ev_per_a": 5.9,
  "mol_weight_g_mol": 219.2,
  "homo_ev": -6.322,
  "elements": ["C", "C", "N", "C", "C", "C", "C", "N", "O", "O", "C", "C", "H", "H", "H", "H", "H", "C", "N", "C", "C", "H", "H", "H", "H", "H", "H", "H", "H"],
  "positions_angstrom": [[-0.698, -0.058, 1.624], [-1.668, 0.849, 1.583], [-2.535, 1.658, 1.548], [0.685, 0.222, 1.605], [1.623, -0.826, 1.611], [2.966, -0.562, 1.605], [3.434, 0.740, 1.597], [4.863, 1.008, 1.595], [5.242, 2.188, 1.593], [5.642, 0.044, 1.592], [2.523, 1.784, 1.596], [1.176, 1.542, 1.595], [-1.011, -1.085, 1.705], [1.272, -1.843, 1.620], [3.685, -1.362, 1.613], [2.904, 2.790, 1.602], [0.475, 2.358, 1.604], [-3.347, 0.272, -2.698], [-2.411, -0.751, -2.237], [-2.847, -2.141, -2.136], [-1.126, -0.405, -1.903], [-4.322, -0.154, -2.932], [-3.471, 1.029, -1.925], [-2.952, 0.754, -3.592], [-3.885, -2.258, -2.444], [-2.221, -2.768, -2.769], [-2.746, -2.482, -1.106], [-0.440, -1.152, -1.569], [-0.810, 0.612, -1.975]],
  "nbo_charge": [-0.5498, 0.2529, -0.4635, 0.0122, -0.2499, -0.1877, 0.0080, 0.5090, -0.4075, -0.4112, -0.1803, -0.2549, 0.2190, 0.2025, 0.2377, 0.2393, 0.2235, -0.4312, -0.2707, -0.4268, 0.0730, 0.2281, 0.2555, 0.2255, 0.2303, 0.2270, 0.2386, 0.2247, 0.2266]
}



{
  "formula": "C11H13N4O2",
  "method": "ωB97M-V/def2-TZVPD",
  "charge": 1,
  "homo_lumo_gap_ha": 0.341,
  "smiles": "N#Cc1cc(CO/N=C2\\C[N@H+]3CC[C@@H]2C3)on1",
  "e_lumo_ev": -3.451,
  "fmax_ev_per_a": 7.2,
  "mol_weight_g_mol": 233.3,
  "homo_ev": -12.729,
  "elements": ["N", "C", "N", "N", "O", "O", "C", "C", "C", "C", "C", "C", "C", "C", "C", "C", "N", "H", "H", "H", "H", "H", "H", "H", "H", "H", "H", "H", "H", "H"],
  "positions_angstrom": [[5.888, 3.532, -0.031], [4.788, 3.565, -0.282], [2.602, 4.377, -0.479], [-0.808, -0.009, -1.279], [1.328, 4.033, -1.017], [-0.076, 1.104, -0.928], [3.416, 3.394, -0.528], [2.855, 2.290, -1.193], [1.501, 2.706, -1.404], [-0.769, -0.980, -0.326], [0.525, 1.797, -1.958], [-3.022, -1.764, 0.578], [-1.746, -2.112, -0.331], [-0.245, -0.779, 1.057], [-2.377, -1.538, 1.946], [-1.027, -3.021, 0.587], [-1.012, -1.963, 1.631], [3.433, 1.397, -1.370], [-0.204, 2.269, -2.645], [1.153, 1.098, -2.557], [-3.776, -2.680, 0.590], [-3.501, -0.827, 0.162], [-1.946, -2.626, -1.275], [0.905, -1.082, 1.042], [-0.477, 0.242, 1.504], [-2.805, -2.296, 2.668], [-2.397, -0.530, 2.314], [-1.601, -3.921, 0.777], [-0.089, -3.419, 0.229], [-0.518, -2.256, 2.518]],
  "nbo_charge": [-0.2177, 0.2416, -0.0344, -0.0330, -0.2459, -0.3861, 0.0063, -0.2933, 0.2996, 0.1471, -0.1351, -0.4190, -0.2796, -0.3009, -0.2453, -0.2381, -0.3560, 0.2532, 0.2216, 0.2122, 0.2547, 0.2616, 0.2793, 0.2675, 0.2869, 0.2456, 0.2455, 0.2507, 0.2554, 0.4554]
}



Number 1: E_tot -3119.7303 Ha. Number 2: E_tot -12198.6065 Ha. Number 3: E_tot -2138.4718 Ha. Number 4: E_tot -535.9936 Ha. Number 5: E_tot -741.4820 Ha. Number 6: E_tot -795.9951 Ha.